--- one ---
Molecular formula: C5H14
Method: DFT, wB97M-V/def2-TZVPD

SMILES: CCC.CC

```
! RIJCOSX wB97M-V def2-TZVPD def2/J DEFGRID3
* xyz 0 1
C -1.6909 0.9973 -0.1801
C -0.2584 1.3905 -0.8249
C -0.0841 0.8745 -2.3550
H -1.5771 0.2449 0.5452
H -2.1700 1.6749 0.4099
H -2.4814 0.7198 -0.8126
H 0.4765 0.8077 -0.1771
H 0.1340 2.4306 -0.8838
H -0.0524 -0.1891 -2.5179
H 0.8770 1.3206 -2.6382
H -0.8194 1.6165 -2.8996
C 1.4799 -1.2048 1.9958
C 0.4697 -1.9287 1.2302
H 2.4811 -1.1868 1.6269
H 1.2138 -0.1982 2.2579
H 1.7890 -1.6473 2.9782
H -0.4197 -2.2114 1.7594
H 0.9403 -2.7953 0.8382
H 0.1110 -1.3603 0.3180
*
```

--- two ---
Molecular formula: C5H14
Method: DFT, wB97M-V/def2-TZVPD

SMILES: CCC.CC

```
! RIJCOSX wB97M-V def2-TZVPD def2/J DEFGRID3
* xyz 0 1
C 0.1507 -0.0516 2.7150
C 0.2877 0.7618 1.4339
C 1.1097 2.0318 1.6448
H -0.0243 0.6731 3.5145
H -0.5652 -0.8763 2.7028
H 1.1280 -0.5019 3.0209
H 0.7022 0.2177 0.5925
H -0.7759 0.9058 1.1972
H 2.1307 1.8579 1.9674
H 1.0448 2.6964 0.8005
H 0.5985 2.5925 2.4290
C -1.4505 -1.2129 -2.8168
C 0.0469 -1.3792 -2.7172
H -1.8070 -0.6827 -3.7076
H -1.9768 -2.1838 -2.6898
H -1.9249 -0.6025 -2.0199
H 0.3160 -2.1149 -3.4789
H 0.6234 -0.4558 -2.8632
H 0.3860 -1.6753 -1.7253
*
```

--- three ---
Molecular formula: C5H14
Method: DFT, wB97M-V/def2-TZVPD

SMILES: CCC.CC

```
! RIJCOSX wB97M-V def2-TZVPD def2/J DEFGRID3
* xyz 0 1
C -0.0261 -1.6204 -0.5270
C 0.9944 -2.0090 0.5374
C 1.6446 -0.7817 1.1681
H 0.2740 -1.8397 -1.5047
H -0.2243 -0.5078 -0.5283
H -0.9547 -2.1860 -0.2925
H 0.4398 -2.8196 1.2251
H 1.7816 -2.6683 0.0456
H 2.3328 -0.3100 0.5516
H 0.8795 0.0294 1.4066
H 2.1539 -1.0543 2.1395
C -1.8563 1.6561 -0.3677
C -0.6449 2.5190 -0.7357
H -1.6701 0.6041 -0.7965
H -1.9702 1.5098 0.6581
H -2.7103 2.1430 -0.7950
H 0.1568 2.6375 -0.0239
H -0.1712 2.2580 -1.7633
H -0.9875 3.6201 -0.7722
*
```

Best to worst by energy: two, three, one.

--- one ---
Molecular formula: C5H14
Method: DFT, wB97M-V/def2-TZVPD

SMILES: CCC.CC

```
! RIJCOSX wB97M-V def2-TZVPD def2/J DEFGRID3
* xyz 0 1
C 1.4773 -1.6199 -0.5898
C 1.4363 -0.6829 0.5876
C 2.1389 0.5418 0.1445
H 0.7645 -2.5263 -0.6208
H 1.4811 -1.1461 -1.6293
H 2.4522 -2.0938 -0.5980
H 1.9462 -1.1669 1.3973
H 0.3486 -0.5372 1.0276
H 3.0140 0.6789 0.7771
H 1.4678 1.4915 0.1645
H 2.5543 0.4173 -0.8120
C -1.7896 0.6704 -0.3923
C -2.9629 1.0308 0.4497
H -2.0812 0.3229 -1.3613
H -1.0763 1.4113 -0.4924
H -1.3072 -0.1655 0.0837
H -3.8271 1.2020 -0.2747
H -3.2886 0.2891 1.1623
H -2.7484 1.8825 0.9763
*
```

--- two ---
Molecular formula: C5H14
Method: DFT, wB97M-V/def2-TZVPD

SMILES: CCC.CC

```
! RIJCOSX wB97M-V def2-TZVPD def2/J DEFGRID3
* xyz 0 1
C 1.8758 1.0277 0.9544
C 0.6653 1.7808 1.4950
C -0.4587 0.8532 2.0020
H 1.5591 0.3765 0.1360
H 2.6695 1.6774 0.5901
H 2.2731 0.3938 1.7417
H 0.2627 2.5662 0.8582
H 1.0263 2.3807 2.3366
H -1.3696 0.9516 1.4287
H -0.6314 0.9719 3.0687
H -0.0539 -0.1596 1.9848
C -1.1796 -2.1194 -1.5449
C -0.7133 -1.1218 -2.6000
H -1.4861 -1.5764 -0.6533
H -2.0866 -2.6202 -1.8749
H -0.4569 -2.8883 -1.2758
H -1.2902 -0.1989 -2.5062
H -0.9361 -1.4608 -3.6087
H 0.3305 -0.8345 -2.5327
*
```

Best to worst by energy: two, one.

--- one ---
Molecular formula: C5H14
Method: DFT, wB97M-V/def2-TZVPD

SMILES: CCC.CC

```
! RIJCOSX wB97M-V def2-TZVPD def2/J DEFGRID3
* xyz 0 1
C 0.5605 0.4785 2.6150
C 0.0435 -0.4741 1.5842
C -1.3822 -0.0998 1.1228
H -0.1934 1.0821 3.0290
H 1.0728 0.0474 3.4904
H 1.3260 1.2968 2.3342
H 0.0332 -1.5079 1.9050
H 0.7994 -0.4988 0.8084
H -1.4387 0.7316 0.3318
H -1.9143 0.1430 2.1667
H -1.9510 -0.9333 0.7724
C 0.8629 -0.6062 -2.2319
C 0.0049 0.5250 -2.7822
H 1.6376 -0.3033 -1.4459
H 0.1687 -1.3241 -1.8847
H 1.5436 -0.9830 -3.0063
H -1.1521 0.4759 -2.5166
H -0.1876 0.5516 -3.8714
H 0.1662 1.3985 -2.4209
*
```

--- two ---
Molecular formula: C5H14
Method: DFT, wB97M-V/def2-TZVPD

SMILES: CCC.CC

```
! RIJCOSX wB97M-V def2-TZVPD def2/J DEFGRID3
* xyz 0 1
C -0.7830 2.2244 1.3385
C -0.4103 1.3287 0.1260
C 0.9587 1.5272 -0.4849
H 0.1069 2.7080 1.8163
H -0.8981 1.5493 2.1807
H -1.4736 2.9235 1.1241
H -0.3573 0.3140 0.3945
H -1.3214 1.4596 -0.7268
H 1.8912 1.3861 0.1752
H 1.3311 0.8705 -1.2706
H 0.9709 2.6348 -0.8697
C -0.5905 -2.2359 -0.6589
C 0.7627 -2.6682 -0.3327
H -0.9773 -2.5539 -1.6759
H -1.3062 -2.5845 0.1331
H -0.9641 -1.2824 -0.6373
H 0.9446 -3.6205 -0.8197
H 0.8651 -2.9115 0.7373
H 1.5630 -1.9511 -0.4895
*
```

--- three ---
Molecular formula: C5H14
Method: DFT, wB97M-V/def2-TZVPD

SMILES: CCC.CC

```
! RIJCOSX wB97M-V def2-TZVPD def2/J DEFGRID3
* xyz 0 1
C -0.8539 -0.9145 2.4306
C -0.9206 0.1975 1.4120
C -2.2930 0.2396 0.6737
H 0.1715 -0.8760 2.8320
H -1.4668 -0.8858 3.3288
H -0.9766 -1.9162 2.0105
H -0.1705 -0.0199 0.6581
H -0.9401 1.1616 1.9158
H -2.3262 0.1819 -0.4167
H -3.0341 1.0148 0.8774
H -2.8006 -0.7296 0.8410
C 2.5905 0.5174 -1.7220
C 1.3317 0.1020 -2.4477
H 2.3698 0.4850 -0.6459
H 3.3909 -0.1918 -1.9350
H 2.9449 1.5324 -1.8904
H 0.9646 -0.8241 -2.0233
H 0.4889 0.7983 -2.3759
H 1.5297 0.1272 -3.5231
*
```

Best to worst by energy: three, one, two.